DFT (ωB97M-V with the def2-TZVPD basis set) results for a molecular structure, C16H40NO16P3S.

Values from the calculation:
Net charge: 0
DFT total energy, Eh: -3314.73230
E_HOMO, eV: -8.74

The geometry in XYZ format:
```
77
Properties=species:S:1:pos:R:3:mulliken_charge:R:1
C 3.34 -2.22 -1.16 -0.96
C 3.22 -1.73 0.07 -1.08
C 2.31 -0.60 0.45 1.93
C 2.39 0.62 -0.46 -1.27
C 3.78 1.16 -0.81 -0.54
C 4.45 2.00 0.29 -0.61
N 5.30 1.25 1.21 -0.64
C 0.82 -1.10 0.54 -0.63
O 0.49 -1.14 1.95 -0.23
S 1.30 0.02 2.64 1.17
O 0.79 1.28 2.21 -0.56
O 1.46 -0.28 4.01 -0.65
O 2.64 -0.27 1.84 -0.42
H 3.94 -3.10 -1.33 0.31
H 2.84 -1.76 -2.01 0.26
H 3.80 -2.15 0.89 0.39
H 1.88 0.33 -1.39 0.49
H 1.80 1.43 -0.01 0.51
H 4.44 0.36 -1.16 0.36
H 3.64 1.82 -1.68 0.24
H 5.05 2.78 -0.20 0.23
H 3.67 2.52 0.85 0.31
H 4.84 1.04 2.08 0.30
H 5.63 0.39 0.80 0.26
H 0.13 -0.41 0.05 0.31
H 0.70 -2.12 0.19 0.51
C -2.65 -1.21 2.26 -0.65
O -3.93 -0.56 2.27 -0.43
P -4.51 -0.13 0.87 1.18
O -4.74 -1.18 -0.12 -0.71
O -3.51 0.97 0.30 -0.27
C -3.10 2.07 1.14 -0.58
O -5.79 0.66 1.38 -0.29
C -6.64 1.23 0.37 -0.70
H -2.72 -2.15 2.79 0.35
H -2.32 -1.41 1.24 0.32
H -1.93 -0.56 2.75 0.24
H -2.05 1.95 1.40 0.10
H -3.70 2.12 2.05 0.36
H -3.24 2.99 0.57 0.29
H -6.06 1.86 -0.31 0.30
H -7.37 1.84 0.89 0.23
H -7.14 0.44 -0.19 0.28
C 1.42 5.72 -2.95 -0.71
O 2.39 5.18 -3.87 -0.32
P 3.92 5.49 -3.58 1.13
O 4.46 5.03 -2.31 -0.65
O 4.08 7.06 -3.76 -0.34
C 3.58 7.71 -4.94 -0.74
O 4.53 4.84 -4.89 -0.29
C 5.96 4.90 -5.03 -0.66
H 0.79 4.90 -2.61 0.26
H 1.90 6.18 -2.09 0.36
H 0.82 6.45 -3.47 0.26
H 2.73 8.33 -4.67 0.27
H 3.29 6.99 -5.70 0.35
H 4.38 8.35 -5.33 0.28
H 6.32 5.93 -4.92 0.31
H 6.19 4.54 -6.03 0.23
H 6.44 4.27 -4.28 0.26
C -2.07 -7.61 3.90 -0.72
O -2.51 -7.23 2.58 -0.33
P -3.42 -5.94 2.46 0.94
O -2.87 -4.69 2.96 -0.53
O -4.78 -6.29 3.19 -0.29
C -5.49 -7.50 2.87 -0.74
O -3.72 -6.02 0.91 -0.31
C -4.53 -4.96 0.36 -0.57
H -0.99 -7.72 3.87 0.26
H -2.33 -6.86 4.64 0.35
H -2.53 -8.57 4.16 0.26
H -5.43 -8.18 3.71 0.27
H -5.07 -7.98 1.98 0.35
H -6.53 -7.24 2.68 0.28
H -5.46 -4.86 0.92 0.29
H -4.75 -5.24 -0.67 0.27
H -3.99 -4.01 0.38 0.20
```